268
Properties=species:S:1:pos:R:3:forces:R:3 method="wB97M-V/def2-TZVPD" e_homo_ev=-8.10 lumo_energy_ev=0.3 orbital_gap_ev=8.4
C -0.786 10.185 -6.229 -0.125 0.441 -0.107
C 0.541 10.595 -5.495 -1.387 -1.038 -0.812
N 1.313 9.464 -4.981 0.655 -0.401 0.146
C 0.492 8.662 -3.980 0.497 0.824 -1.283
C 0.043 9.437 -2.741 -0.310 -0.651 -0.938
C 1.804 8.502 -6.030 -1.087 -0.273 1.502
C 2.812 8.955 -7.052 0.210 0.903 0.841
H -1.289 11.131 -6.425 -0.394 -0.097 -0.035
H -1.486 9.480 -5.780 0.082 0.379 0.760
H -0.661 9.709 -7.202 0.690 0.209 -0.181
H 1.005 11.208 -6.268 0.978 -0.379 0.133
H 0.340 11.320 -4.707 -0.147 -0.296 0.201
H -0.327 8.262 -4.579 -0.631 -0.030 0.374
H 1.009 7.761 -3.650 0.604 0.227 -0.147
H 0.904 9.608 -2.094 -0.256 0.291 0.048
H -0.504 10.338 -3.018 0.321 0.176 0.208
H -0.696 8.796 -2.261 0.138 0.016 0.418
H 0.956 7.967 -6.456 -0.345 0.031 -0.437
H 2.284 7.757 -5.394 0.244 -0.244 -0.244
H 3.618 9.306 -6.407 0.590 -0.007 -0.479
H 2.529 9.815 -7.659 -0.324 -0.144 -0.096
H 3.131 8.135 -7.694 0.000 0.060 0.127
C -0.547 -3.886 0.434 -0.472 -0.613 0.522
C 0.545 -2.865 0.787 -0.317 -0.539 -0.054
N 0.073 -1.513 0.764 -0.822 0.445 0.920
C 1.041 -0.511 1.238 -0.662 -0.300 -0.103
C 1.733 -0.814 2.574 0.453 -0.269 -0.470
C -0.655 -1.181 -0.438 0.405 0.370 -0.371
C -1.310 0.200 -0.441 0.775 -0.544 0.443
H -0.791 -4.023 -0.620 0.271 0.394 -0.096
H -1.488 -3.688 0.947 -0.058 0.516 0.010
H -0.344 -4.898 0.784 0.671 0.000 0.064
H 0.921 -3.038 1.795 0.018 -0.330 -0.079
H 1.373 -3.003 0.092 0.506 -0.121 -0.268
H 1.808 -0.325 0.487 0.468 -0.098 -0.319
H 0.527 0.447 1.322 -0.198 -0.107 0.141
H 2.568 -1.504 2.452 0.084 -0.064 -0.234
H 2.187 0.119 2.907 -0.166 -0.031 0.313
H 1.132 -1.280 3.354 -0.435 0.450 -0.092
H -1.374 -1.944 -0.739 -0.310 -0.017 0.876
H 0.008 -1.255 -1.300 0.637 0.382 -0.522
H -0.536 0.966 -0.463 -0.100 0.136 -0.757
H -1.788 0.427 0.512 -0.660 -0.403 -0.146
H -1.972 0.179 -1.307 -0.092 0.744 0.225
C 7.887 -1.626 11.276 0.496 0.490 0.320
C 8.733 -1.079 10.099 -0.775 -0.567 0.283
N 9.506 0.178 10.361 -0.896 -1.191 -0.145
C 8.595 1.219 10.764 -0.099 1.240 -1.155
C 7.535 1.528 9.663 0.272 -0.962 1.797
C 10.522 0.089 11.424 0.507 -1.112 -2.302
C 11.505 -1.062 11.067 -0.088 0.441 0.801
H 7.041 -1.010 11.582 0.224 0.517 -0.066
H 8.591 -1.682 12.107 -0.402 -0.452 0.434
H 7.392 -2.579 11.088 0.594 -0.272 -0.226
H 9.358 -1.904 9.759 0.534 0.312 0.184
H 8.011 -1.009 9.285 0.363 0.854 -0.344
H 8.233 1.003 11.770 -0.933 -0.043 0.069
H 9.142 2.150 10.915 0.489 0.002 -0.104
H 7.991 1.480 8.673 -0.017 0.286 0.134
H 6.811 0.720 9.764 -0.446 0.274 -0.444
H 7.069 2.482 9.911 -0.082 -0.051 -0.407
H 10.060 -0.047 12.401 0.204 0.096 0.340
H 11.001 1.061 11.301 0.322 -0.073 0.727
H 11.067 -2.027 11.322 0.029 -0.039 0.001
H 12.431 -0.964 11.633 -0.013 -0.026 0.146
H 11.792 -1.090 10.015 -0.282 0.277 -0.040
C -5.784 -6.816 -12.039 -0.204 0.397 -0.977
C -4.651 -7.529 -11.307 -1.062 -0.517 0.638
N -5.163 -8.626 -10.435 -0.264 0.076 -1.842
C -5.517 -9.796 -11.349 0.320 0.335 1.498
C -6.413 -10.774 -10.600 0.116 0.289 -0.620
C -4.154 -8.978 -9.453 -0.005 0.096 0.356
C -3.878 -7.863 -8.419 -0.599 -0.691 -0.117
H -6.618 -6.428 -11.455 0.323 -0.239 0.646
H -6.268 -7.397 -12.825 0.140 -0.471 0.100
H -5.426 -5.952 -12.600 0.392 0.135 0.098
H -3.953 -8.017 -11.987 0.313 0.404 -0.482
H -4.108 -6.806 -10.698 -0.044 -0.100 -0.086
H -4.617 -10.283 -11.723 0.494 -0.151 0.169
H -6.035 -9.522 -12.268 -0.109 0.746 0.326
H -7.267 -10.188 -10.264 -0.079 -0.317 0.257
H -5.910 -11.275 -9.772 -0.141 0.081 0.003
H -6.747 -11.520 -11.322 -0.136 -0.204 0.190
H -4.489 -9.881 -8.942 -0.097 0.116 0.240
H -3.205 -9.269 -9.904 0.408 -0.011 -0.445
H -4.821 -7.580 -7.952 -0.023 0.049 0.061
H -3.234 -8.285 -7.647 0.121 0.196 0.014
H -3.431 -6.956 -8.827 0.137 -0.218 -0.026
C 11.875 -9.478 0.194 -1.182 0.029 0.759
C 12.041 -7.955 0.240 0.876 -1.628 -0.681
N 10.843 -7.207 -0.052 0.197 -0.549 0.409
C 10.197 -7.436 -1.376 1.807 -0.536 0.422
C 11.201 -7.218 -2.533 -0.635 1.341 -0.315
C 11.070 -5.851 0.399 -2.769 0.355 1.312
C 9.711 -5.382 1.081 0.909 0.493 -1.705
H 11.054 -9.582 0.904 -0.310 -0.637 -0.018
H 12.690 -10.054 0.632 0.310 0.335 -0.235
H 11.552 -9.959 -0.729 0.211 0.315 -0.211
H 12.346 -7.792 1.274 -0.130 0.452 -0.027
H 12.896 -7.685 -0.380 0.287 0.409 -0.270
H 9.935 -8.492 -1.443 -0.233 -0.057 0.380
H 9.251 -6.898 -1.427 0.332 0.364 -0.153
H 11.721 -6.267 -2.413 0.334 -0.001 0.378
H 11.947 -8.002 -2.667 -0.221 -0.079 0.206
H 10.706 -7.020 -3.484 -0.266 -0.566 -0.148
H 11.492 -5.188 -0.356 -0.116 0.298 -0.042
H 11.665 -5.824 1.312 0.848 -0.395 -0.591
H 8.891 -5.439 0.364 -0.148 -0.181 0.082
H 9.795 -4.326 1.337 -0.073 -0.031 0.482
H 9.524 -6.045 1.925 -0.030 0.270 -0.034
C -7.934 9.048 2.169 1.127 0.978 0.775
C -9.199 8.308 2.234 -0.553 0.483 0.249
N -9.658 7.802 0.946 0.137 -1.275 1.569
C -8.664 6.819 0.483 -0.221 0.105 -1.590
C -7.719 7.519 -0.517 0.046 -0.057 0.200
C -10.950 7.198 1.289 -0.917 1.267 -1.811
C -11.768 6.830 0.065 0.243 -1.031 -0.980
H -7.759 9.554 3.119 -0.301 0.318 0.134
H -8.057 9.810 1.399 0.747 -0.066 -0.151
H -7.045 8.417 2.136 -0.009 0.021 -0.859
H -9.091 7.533 2.993 -0.283 -0.519 0.133
H -9.954 9.010 2.586 -0.178 -0.073 0.099
H -8.174 6.248 1.272 0.458 0.509 0.558
H -9.130 5.988 -0.046 -0.529 0.232 -0.336
H -7.126 8.301 -0.043 0.176 -0.317 -0.005
H -7.076 6.815 -1.045 0.156 -0.053 0.173
H -8.289 8.053 -1.277 -0.316 -0.219 0.040
H -11.552 8.014 1.688 0.292 -0.083 0.815
H -10.897 6.353 1.975 0.104 -0.033 0.257
H -11.452 5.848 -0.287 -0.634 -0.470 0.166
H -11.632 7.391 -0.859 0.432 0.845 0.424
H -12.837 6.907 0.264 0.021 -0.566 0.139
C 6.758 0.427 -9.580 0.714 0.795 0.514
C 5.590 -0.360 -9.073 -0.390 -0.083 0.775
N 5.393 -0.419 -7.592 0.716 0.992 -1.043
C 4.011 -0.774 -7.244 0.602 0.706 0.206
C 3.022 0.317 -7.732 0.201 -0.820 0.086
C 6.383 -1.315 -6.970 -1.045 1.421 0.617
C 6.346 -1.104 -5.418 0.195 -1.708 -1.025
H 6.726 1.464 -9.246 -0.096 0.062 0.199
H 6.717 0.482 -10.668 0.221 -0.325 -0.032
H 7.706 0.019 -9.229 0.128 -0.028 -0.306
H 4.740 0.121 -9.557 -0.372 -0.492 0.288
H 5.741 -1.372 -9.450 -0.494 -0.470 -0.253
H 3.875 -1.810 -7.552 -0.852 -0.220 -0.486
H 3.919 -0.803 -6.159 0.234 0.075 0.055
H 2.693 0.168 -8.760 0.057 0.106 0.016
H 2.134 0.351 -7.100 -0.014 -0.130 -0.017
H 3.528 1.277 -7.631 -0.014 -0.004 -0.120
H 7.392 -1.076 -7.307 -0.142 0.199 -0.205
H 6.143 -2.308 -7.351 0.205 -0.734 0.573
H 7.248 -1.584 -5.039 0.261 0.510 0.294
H 5.564 -1.710 -4.960 -0.318 0.307 -0.020
H 6.241 -0.053 -5.146 0.203 -0.158 -0.111
C -12.055 -1.017 -8.707 0.036 0.547 0.402
C -12.673 -1.109 -7.306 0.961 -0.414 -0.875
N -11.698 -0.843 -6.258 -0.357 0.619 -0.505
C -12.461 -0.468 -5.048 1.327 -0.004 -0.213
C -13.339 -1.573 -4.502 -0.835 0.066 0.818
C -10.627 -1.867 -6.116 -0.422 1.415 0.637
C -9.675 -1.328 -5.045 -0.569 -0.722 0.678
H -11.159 -1.636 -8.744 -0.173 -0.074 -0.369
H -11.758 0.015 -8.896 0.185 0.053 0.048
H -12.764 -1.264 -9.497 0.036 -0.358 0.092
H -13.473 -0.374 -7.229 -0.127 -0.215 0.112
H -13.045 -2.126 -7.186 -0.602 -0.187 -0.036
H -12.997 0.460 -5.248 -0.543 -0.295 -0.556
H -11.754 -0.052 -4.331 0.099 -0.655 0.473
H -14.011 -1.171 -3.744 0.111 0.141 0.288
H -12.812 -2.397 -4.022 0.285 0.059 -0.129
H -14.045 -2.010 -5.210 0.303 0.087 -0.383
H -11.062 -2.818 -5.808 0.095 -0.422 -0.054
H -10.067 -1.999 -7.041 -0.416 0.097 -0.148
H -8.681 -1.774 -5.041 0.027 0.210 -0.338
H -9.681 -0.238 -5.062 0.446 -0.099 -0.232
H -10.112 -1.617 -4.089 0.133 0.152 0.288
C -1.130 2.067 11.736 -0.815 0.115 -2.067
C -0.732 2.174 13.158 -0.575 0.193 0.193
N -1.583 3.054 14.007 0.394 -1.014 -0.029
C -0.810 3.304 15.255 -0.367 0.578 -0.658
C 0.518 4.117 15.082 -1.360 -0.308 0.734
C -2.919 2.383 14.234 -0.048 0.238 -0.042
C -4.034 3.273 14.806 1.194 0.332 0.385
H -0.637 1.185 11.327 -0.024 -0.015 -0.221
H -0.895 2.902 11.077 0.598 0.317 0.338
H -2.191 1.977 11.505 -0.216 -0.457 0.562
H -0.740 1.140 13.501 0.049 -0.209 0.734
H 0.313 2.480 13.108 -0.125 0.296 0.648
H -1.446 3.893 15.915 -0.054 0.082 0.021
H -0.620 2.375 15.792 0.208 -0.389 0.024
H 0.289 5.109 14.693 0.112 -0.125 -0.331
H 0.814 4.275 16.119 0.475 0.028 -0.020
H 1.327 3.631 14.538 -0.221 0.035 0.017
H -2.884 1.490 14.858 0.679 -0.190 0.510
H -3.320 1.951 13.318 0.501 0.427 -0.465
H -5.008 2.786 14.761 0.068 0.103 -0.278
H -4.000 4.246 14.315 -0.409 -0.073 -0.201
H -3.833 3.471 15.859 -0.063 0.033 0.143
C 7.896 6.123 0.050 0.183 0.159 -0.730
C 8.313 7.459 -0.586 -1.441 -0.682 0.306
N 9.696 7.548 -0.933 1.296 0.444 0.561
C 10.128 8.856 -1.387 -0.731 0.408 1.152
C 10.022 9.818 -0.203 0.729 0.145 -0.437
C 10.168 6.460 -1.742 0.154 -0.745 -0.254
C 9.463 6.380 -3.094 -0.068 -0.350 -0.566
H 7.998 5.265 -0.615 -0.066 -0.022 0.004
H 6.847 6.244 0.317 0.026 -0.308 0.190
H 8.511 5.950 0.933 -0.130 -0.039 0.088
H 7.679 7.722 -1.431 -0.334 -0.335 -0.581
H 7.877 8.112 0.170 1.250 0.909 0.168
H 11.181 8.873 -1.668 -0.017 -0.502 -0.118
H 9.558 9.247 -2.230 -0.261 -0.030 -0.377
H 9.031 10.025 0.199 0.014 -0.112 -0.285
H 10.638 9.363 0.573 -0.060 0.286 0.247
H 10.488 10.741 -0.548 -0.103 0.309 0.397
H 10.163 5.557 -1.132 -0.961 -0.385 -0.219
H 11.249 6.458 -1.876 0.193 1.008 -0.247
H 9.638 7.260 -3.714 0.246 0.247 0.209
H 8.377 6.315 -3.033 -0.018 -0.186 0.302
H 9.792 5.549 -3.718 0.098 -0.216 0.190
C -0.629 -6.487 11.747 -0.027 2.044 0.149
O -1.300 -5.451 11.724 0.390 -1.615 0.097
N 0.202 -6.873 10.763 0.370 -1.051 0.076
C 0.239 -6.186 9.494 0.787 0.797 -0.444
C 1.147 -7.997 10.995 -0.827 0.640 -1.294
H -0.510 -7.137 12.628 -0.431 0.031 0.106
H -0.545 -5.443 9.349 -0.341 -0.494 0.446
H 0.288 -6.846 8.628 -0.321 -0.400 0.210
H 1.145 -5.585 9.409 0.351 0.037 0.172
H 1.070 -8.615 10.101 -0.019 -0.444 0.153
H 2.189 -7.676 11.010 -0.031 0.267 0.412
H 0.867 -8.569 11.879 0.099 0.188 -0.083
C -4.344 -8.967 5.688 -0.297 0.918 -0.966
O -4.916 -8.138 4.981 0.328 -0.689 1.094
N -3.897 -10.149 5.223 1.129 -0.822 -0.913
C -2.859 -10.933 5.894 -0.510 0.699 0.845
C -4.123 -10.508 3.820 -0.355 -0.010 0.546
H -4.138 -8.826 6.760 -0.031 0.135 0.004
H -1.835 -10.736 5.577 -0.053 0.254 -0.544
H -3.013 -12.009 5.823 -0.332 0.086 -0.013
H -2.887 -10.614 6.936 0.015 -0.360 0.210
H -4.686 -9.722 3.317 0.046 -0.124 0.168
H -3.187 -10.683 3.289 0.069 0.016 0.090
H -4.704 -11.429 3.868 -0.008 -0.097 -0.521
C -4.026 3.462 -11.466 0.296 0.269 0.771
O -4.027 4.037 -10.392 -0.035 0.175 -0.542
N -4.418 2.203 -11.665 0.271 -0.792 -0.094
C -4.099 1.586 -12.937 -0.315 -0.586 0.364
C -4.845 1.329 -10.565 -0.060 0.891 -0.349
H -3.670 3.849 -12.433 0.091 0.768 0.223
H -3.762 2.308 -13.681 -0.147 0.057 0.180
H -4.979 1.059 -13.306 0.043 -0.035 -0.226
H -3.303 0.860 -12.776 0.101 -0.156 -0.210
H -4.339 0.367 -10.640 -0.333 -0.088 -0.127
H -4.592 1.771 -9.601 0.097 0.188 -0.203
H -5.933 1.296 -10.631 -0.010 -0.691 0.214
C -7.853 -0.349 3.513 -1.817 1.999 0.165
O -8.976 0.171 3.313 2.583 -1.307 0.658
N -6.910 0.140 4.397 -0.750 0.083 -1.204
C -5.575 -0.419 4.451 -0.715 -0.653 0.235
C -7.210 1.238 5.281 -0.909 0.100 0.679
H -7.542 -1.250 2.962 0.174 0.118 0.122
H -4.802 0.347 4.515 -0.119 0.012 -0.101
H -5.432 -1.048 3.572 0.229 0.097 0.031
H -5.555 -1.061 5.331 0.591 -0.054 0.130
H -6.716 2.185 5.066 0.299 -0.161 -0.312
H -8.280 1.440 5.303 0.000 -0.119 -0.473
H -7.001 0.964 6.315 0.440 -0.116 0.065